Molecular formula: H25O13
Method: DFT, wB97M-V/def2-TZVPD

Output
HOMO ... -0.269 Ha
Energy relative to the best compared isomer or geometry (same formula, charge and spin) ... 107.73 kcal/mol
Energy ... -993.06604 a.u.
HOMO-LUMO gap ... 9.97 eV
Lowest unoccupied orbital energy ... 2.6492 eV
Charge ... -1

Geometry (Å):
O 2.31 2.68 -0.01
H 2.50 2.25 0.88
H 1.41 2.60 -0.09
O -3.98 1.07 -0.10
H -3.59 1.45 0.67
H -3.23 0.66 -0.44
O 3.27 -0.17 1.19
H 3.40 -1.04 0.57
O -2.17 3.86 0.65
H -1.33 3.43 0.53
H -2.44 3.81 -0.29
O -1.74 -0.55 2.08
H -1.69 -0.26 1.11
H -2.52 -1.08 2.02
O -0.66 -2.92 0.42
H -0.78 -2.20 0.80
H -1.04 -3.06 -0.42
O -0.42 2.16 -0.47
H -0.35 2.30 -1.41
H 2.46 -0.56 1.65
O 3.21 0.47 -1.46
H 3.55 0.33 -0.67
H 2.27 0.29 -1.30
O -1.13 -0.34 -0.50
H -0.19 -0.30 -0.51
H -0.76 0.99 -0.44
O -2.27 -1.76 -2.33
H -1.72 -1.06 -2.04
H -2.62 -1.86 -1.43
O 1.10 0.12 2.88
H 0.16 -0.23 3.09
H 1.09 0.20 1.83
O 2.79 -2.93 1.75
H 2.92 -3.28 0.81
H 1.92 -3.11 2.05
O 0.29 -0.87 -3.63
H -0.50 -0.72 -3.12
H 0.43 -0.36 -4.30


Molecular formula: H25O13
Method: DFT, wB97M-V/def2-TZVPD

Output
HOMO ... -0.232 Ha
Energy relative to the best compared isomer or geometry (same formula, charge and spin) ... 72.39 kcal/mol
Energy ... -993.12237 a.u.
HOMO-LUMO gap ... 8.77 eV
Lowest unoccupied orbital energy ... 2.4670 eV
Charge ... -1

Geometry (Å):
O 1.14 -1.75 -2.07
H 0.34 -3.47 1.64
H 0.31 -3.63 -2.01
O -0.49 -1.57 -0.16
H -0.23 -2.19 0.51
H 1.45 -2.85 2.39
O 0.87 1.32 -0.46
H 2.26 0.58 -3.28
O 4.13 1.45 -0.26
H 3.57 0.95 0.38
H 4.01 2.23 0.32
O -2.34 -2.87 1.31
H 0.81 -1.98 -2.94
H -3.25 -2.57 1.24
O -0.29 2.22 1.68
H 0.10 2.25 0.78
H -0.90 1.49 1.82
O 0.75 -3.47 2.51
H -3.01 1.08 1.08
H 1.84 1.36 -0.51
O -0.64 -3.60 -2.20
H -1.90 -2.34 0.61
H 0.32 1.47 3.29
O 1.52 0.55 -2.70
H 0.11 -1.75 -0.99
H -0.15 3.32 -2.64
O -2.97 2.65 -0.50
H 0.83 0.59 -1.18
H -2.97 2.44 -1.44
O 1.17 1.17 3.63
H 1.99 1.19 3.16
H 0.15 2.97 -1.23
O -0.32 3.66 -1.75
H -2.08 -0.14 0.90
H -0.94 -2.80 -1.76
O -2.86 0.16 1.34
H -2.01 2.73 -0.40
H 1.40 -0.60 -2.15